{"formula": "C25H31FN5O2PtS2", "method": "ωB97M-V/def2-TZVPD", "max_force_ev_per_a": 0.643, "lumo_energy_ha": -0.0951, "charge": 1, "species": ["Pt", "C", "N", "C", "C", "C", "C", "C", "N", "C", "C", "C", "C", "C", "C", "H", "H", "H", "H", "H", "H", "H", "H", "H", "H", "H", "C", "O", "H", "H", "H", "C", "S", "C", "O", "H", "H", "H", "H", "H", "H", "C", "C", "C", "N", "N", "C", "N", "S", "H", "H", "H", "H", "H", "H", "H", "F", "C", "C", "C", "C", "C", "C", "H", "H", "H", "H"], "xyz": [[0.848, 0.855, 0.009], [0.122, -3.118, -0.286], [0.414, -1.788, -0.783], [0.547, -1.645, -2.041], [0.976, -0.404, -2.658], [1.108, -0.093, -4.004], [1.644, 1.202, -4.081], [1.822, 1.632, -2.776], [1.454, 0.650, -1.912], [-1.187, -3.120, 0.467], [-1.256, -3.505, 1.801], [-2.467, -3.503, 2.481], [-3.626, -3.110, 1.828], [-3.567, -2.728, 0.495], [-2.356, -2.733, -0.180], [0.927, -3.425, 0.386], [0.085, -3.849, -1.106], [0.383, -2.481, -2.731], [0.869, -0.747, -4.829], [1.907, 1.744, -4.974], [2.250, 2.557, -2.419], [-0.353, -3.828, 2.309], [-2.506, -3.816, 3.517], [-4.572, -3.114, 2.352], [-4.472, -2.434, -0.022], [-2.312, -2.426, -1.219], [-1.097, 3.670, 2.748], [-0.662, 2.859, 1.654], [-1.873, 4.318, 2.352], [-0.283, 4.278, 3.144], [-1.510, 3.045, 3.544], [4.679, 0.117, -1.074], [3.991, 0.534, 0.531], [4.959, -0.582, 1.534], [2.618, -0.140, 0.503], [5.731, 0.402, -1.098], [4.114, 0.678, -1.817], [4.550, -0.951, -1.236], [5.996, -0.251, 1.467], [4.849, -1.597, 1.159], [4.616, -0.516, 2.564], [-4.004, -0.498, -2.936], [-4.190, 0.381, -1.697], [-2.950, 1.160, -1.401], [-1.921, 0.661, -0.830], [-0.888, 1.551, -0.736], [-1.146, 2.740, -1.227], [-0.289, 3.770, -1.187], [-2.738, 2.830, -1.886], [-4.907, -1.076, -3.128], [-3.173, -1.187, -2.790], [-3.793, 0.107, -3.818], [-4.403, -0.233, -0.820], [-5.033, 1.060, -1.827], [0.641, 3.578, -0.850], [-0.433, 4.578, -1.766], [2.344, -0.941, 4.134], [1.642, -0.054, 3.414], [0.510, -0.445, 2.768], [-0.227, 0.517, 2.032], [0.218, 1.864, 2.005], [1.447, 2.207, 2.648], [2.143, 1.261, 3.341], [0.146, -1.461, 2.835], [-1.225, 0.270, 1.694], [1.801, 3.227, 2.581], [3.069, 1.500, 3.849]]}

---

{"formula": "C25H31GeN2OsSbSe4", "method": "ωB97M-V/def2-TZVPD", "max_force_ev_per_a": 2.716, "lumo_energy_ha": [0.1491, 0.1485], "multiplicity": 5, "charge": -2, "species": ["Os", "Se", "Sb", "Se", "Se", "Se", "C", "N", "C", "C", "C", "N", "C", "C", "H", "H", "H", "H", "H", "H", "H", "H", "H", "H", "H", "H", "H", "H", "H", "H", "C", "Ge", "C", "C", "C", "C", "C", "C", "C", "C", "C", "C", "C", "C", "C", "C", "C", "C", "C", "C", "H", "H", "H", "H", "H", "H", "H", "H", "H", "H", "H", "H", "H", "H", "H"], "xyz": [[1.535, 0.573, 1.170], [3.408, -3.320, 0.703], [3.260, -1.127, 1.758], [2.377, 0.995, -0.915], [-0.092, -0.684, 2.563], [5.597, -0.414, 2.230], [3.955, 2.743, 1.661], [2.672, 2.446, 2.305], [2.907, 2.006, 3.682], [1.858, 3.666, 2.281], [0.378, 3.434, 2.493], [-0.236, 2.617, 1.461], [-0.257, 3.302, 0.168], [-1.608, 2.315, 1.843], [4.464, 3.562, 2.202], [3.774, 3.033, 0.630], [4.588, 1.861, 1.675], [3.240, 2.857, 4.302], [3.681, 1.248, 3.678], [2.001, 1.584, 4.104], [2.018, 4.162, 1.327], [2.207, 4.353, 3.066], [-0.130, 4.415, 2.545], [0.222, 2.936, 3.451], [-0.720, 4.305, 0.261], [-0.838, 2.711, -0.538], [0.745, 3.393, -0.239], [-2.208, 3.243, 1.908], [-1.619, 1.807, 2.803], [-2.056, 1.653, 1.111], [0.520, -1.085, 0.791], [-0.527, -1.473, -0.756], [-1.983, -2.753, -0.337], [-2.867, -3.145, -1.355], [-3.931, -4.009, -1.100], [-4.132, -4.497, 0.189], [-3.265, -4.124, 1.208], [-2.198, -3.261, 0.947], [0.547, -2.416, -2.092], [1.274, -1.807, -3.119], [2.144, -2.546, -3.915], [2.301, -3.909, -3.697], [1.576, -4.531, -2.690], [0.709, -3.789, -1.897], [-1.552, 0.038, -1.497], [-2.771, 0.360, -0.892], [-3.531, 1.445, -1.323], [-3.086, 2.229, -2.382], [-1.881, 1.920, -3.002], [-1.121, 0.839, -2.560], [-2.718, -2.769, -2.365], [-4.602, -4.299, -1.903], [-4.964, -5.164, 0.395], [-3.416, -4.504, 2.214], [-1.521, -2.979, 1.746], [1.197, -0.739, -3.283], [2.724, -2.047, -4.684], [3.011, -4.478, -4.289], [1.724, -5.586, -2.483], [0.170, -4.285, -1.096], [-3.133, -0.251, -0.071], [-4.465, 1.685, -0.826], [-3.668, 3.082, -2.713], [-1.520, 2.532, -3.822], [-0.168, 0.637, -3.031]]}

---

{"formula": "C25H31IN5O3P", "method": "ωB97M-V/def2-TZVPD", "max_force_ev_per_a": 0.595, "smiles": "C[C@@H](O)CNCCOc1nnc(P(O)I)nn1.c1ccccc1.c1ccccc1.c1ccccc1", "lumo_energy_ha": -0.0323, "species": ["C", "C", "O", "C", "N", "C", "C", "O", "C", "N", "N", "C", "P", "O", "I", "N", "N", "H", "H", "H", "H", "H", "H", "H", "H", "H", "H", "H", "H", "H", "C", "C", "C", "C", "C", "C", "H", "H", "H", "H", "H", "H", "C", "C", "C", "C", "C", "C", "H", "H", "H", "H", "H", "H", "C", "C", "C", "C", "C", "C", "H", "H", "H", "H", "H", "H"], "xyz": [[0.047, -1.002, -1.360], [-0.530, -1.267, -2.733], [-1.639, -0.392, -2.946], [0.491, -1.072, -3.891], [1.895, -1.027, -3.501], [2.814, -1.967, -4.117], [3.213, -3.127, -3.213], [4.321, -2.789, -2.355], [4.063, -1.769, -1.539], [3.186, -1.986, -0.554], [2.930, -0.994, 0.247], [3.565, 0.162, 0.022], [3.159, 1.697, 0.981], [4.691, 2.140, 1.365], [2.470, 0.668, 3.059], [4.446, 0.362, -0.954], [4.717, -0.636, -1.761], [-0.773, -0.967, -0.639], [0.585, -0.052, -1.318], [0.730, -1.797, -1.059], [-0.864, -2.313, -2.781], [-2.074, -0.708, -3.748], [0.359, -1.869, -4.632], [0.211, -0.126, -4.369], [2.258, -0.089, -3.542], [2.408, -2.401, -5.042], [3.732, -1.446, -4.410], [3.558, -3.969, -3.815], [2.378, -3.464, -2.590], [4.941, 2.901, 0.821], [-0.188, 4.762, 4.011], [-0.846, 5.804, 4.650], [-0.490, 6.160, 5.944], [0.524, 5.475, 6.599], [1.180, 4.430, 5.960], [0.823, 4.074, 4.667], [-0.471, 4.478, 3.005], [-1.640, 6.335, 4.142], [-1.004, 6.971, 6.442], [0.802, 5.753, 7.607], [1.965, 3.889, 6.473], [1.321, 3.244, 4.180], [-1.929, -3.435, -7.098], [-2.885, -2.566, -6.590], [-3.549, -2.880, -5.411], [-3.255, -4.059, -4.740], [-2.301, -4.929, -5.250], [-1.638, -4.616, -6.429], [-1.411, -3.192, -8.017], [-3.114, -1.646, -7.113], [-4.293, -2.203, -5.010], [-3.770, -4.296, -3.818], [-2.075, -5.851, -4.729], [-0.895, -5.295, -6.829], [-3.010, 1.843, 6.751], [-3.828, 0.788, 6.369], [-3.496, 0.018, 5.263], [-2.346, 0.303, 4.539], [-1.530, 1.358, 4.921], [-1.861, 2.130, 6.027], [-3.269, 2.445, 7.613], [-4.725, 0.568, 6.933], [-4.134, -0.805, 4.965], [-2.086, -0.298, 3.677], [-0.636, 1.582, 4.354], [-1.226, 2.958, 6.317]]}

---

{"formula": "C25H31InN3OP2", "method": "ωB97M-V/def2-TZVPD", "max_force_ev_per_a": 2.561, "lumo_energy_ha": -0.1324, "charge": 1, "species": ["C", "C", "C", "C", "C", "C", "C", "C", "C", "C", "C", "C", "C", "H", "H", "H", "H", "H", "H", "H", "N", "In", "C", "H", "H", "C", "H", "H", "P", "P", "C", "H", "H", "H", "C", "H", "H", "H", "C", "H", "H", "H", "C", "H", "H", "H", "H", "H", "N", "C", "O", "C", "C", "C", "C", "N", "C", "H", "H", "H", "H", "H", "H"], "xyz": [[2.890, -1.380, -3.435], [2.172, -0.493, -2.632], [0.772, -0.319, -2.878], [0.114, -1.254, -3.704], [0.843, -2.206, -4.422], [2.232, -2.223, -4.347], [-1.378, -1.239, -3.698], [-1.928, 0.136, -3.455], [-1.180, 1.028, -2.647], [-1.793, 2.244, -2.186], [-3.039, 2.584, -2.704], [-3.729, 1.745, -3.593], [-3.199, 0.497, -3.909], [3.974, -1.423, -3.327], [0.310, -2.914, -5.060], [2.820, -2.897, -4.972], [-1.772, -1.646, -4.631], [-3.477, 3.536, -2.404], [-4.684, 2.072, -4.010], [-3.762, -0.203, -4.537], [0.090, 0.689, -2.258], [-0.474, -0.093, 0.428], [2.800, 0.341, -1.548], [2.550, 1.402, -1.679], [3.891, 0.228, -1.521], [-1.070, 3.144, -1.193], [-0.067, 3.402, -1.567], [-1.643, 4.069, -1.050], [2.154, -0.069, 0.151], [-0.817, 2.427, 0.494], [-2.394, 2.743, 1.348], [-2.302, 2.438, 2.401], [-2.627, 3.817, 1.291], [-3.189, 2.160, 0.864], [0.400, 3.503, 1.336], [-0.017, 4.510, 1.466], [0.642, 3.096, 2.324], [1.322, 3.575, 0.749], [2.886, -1.721, 0.370], [3.939, -1.684, 0.058], [2.829, -2.024, 1.422], [2.353, -2.447, -0.252], [3.260, 0.940, 1.200], [3.063, 0.755, 2.262], [4.300, 0.666, 0.978], [3.123, 2.007, 0.991], [-1.725, -1.883, -2.857], [-1.938, -1.050, 0.132], [-1.552, -4.144, 5.593], [-1.452, -3.634, 4.325], [-1.968, -4.184, 3.361], [-0.670, -2.370, 4.175], [-0.053, -1.653, 5.216], [0.583, -0.440, 4.943], [0.584, 0.067, 3.636], [-0.029, -0.609, 2.646], [-0.600, -1.820, 2.890], [-2.128, -4.960, 5.708], [-1.275, -3.647, 6.418], [-0.078, -2.058, 6.214], [1.081, 0.146, 5.718], [1.067, 1.016, 3.367], [-1.033, -2.295, 2.004]]}

---

{"formula": "C25H32AsF5N6OS6ScTe", "method": "ωB97M-V/def2-TZVPD", "max_force_ev_per_a": 1.464, "lumo_energy_ha": -0.1645, "charge": 1, "species": ["Sc", "C", "C", "N", "C", "C", "C", "C", "C", "C", "C", "C", "C", "N", "C", "H", "H", "H", "H", "H", "H", "H", "H", "C", "C", "N", "N", "C", "S", "N", "N", "H", "H", "H", "H", "H", "H", "C", "C", "As", "C", "C", "C", "C", "H", "H", "H", "H", "H", "H", "H", "H", "H", "H", "H", "H", "H", "H", "H", "C", "S", "C", "C", "S", "S", "C", "S", "S", "H", "H", "H", "F", "Te", "F", "F", "F", "F", "O"], "xyz": [[-0.055, 0.076, 0.030], [0.412, -1.955, 4.187], [-0.027, -1.266, 3.051], [0.784, -0.817, 2.107], [2.115, -1.029, 2.265], [2.644, -1.725, 3.359], [1.751, -2.195, 4.336], [4.062, -1.934, 3.459], [4.897, -1.460, 2.513], [4.388, -0.728, 1.388], [5.224, -0.215, 0.379], [4.665, 0.470, -0.664], [3.276, 0.658, -0.683], [2.471, 0.199, 0.250], [3.012, -0.503, 1.267], [-0.310, -2.289, 4.918], [-1.082, -1.075, 2.902], [2.133, -2.730, 5.197], [4.442, -2.475, 4.316], [5.966, -1.612, 2.591], [6.295, -0.367, 0.442], [5.268, 0.874, -1.466], [2.814, 1.233, -1.475], [-3.757, -5.077, 0.174], [-3.912, -3.679, 0.634], [-4.948, -3.192, 1.240], [-4.628, -1.888, 1.473], [-3.409, -1.554, 1.045], [-2.664, -0.045, 1.157], [-2.941, -2.703, 0.504], [-1.672, -2.777, -0.064], [-4.638, -5.637, 0.474], [-2.876, -5.544, 0.618], [-3.656, -5.120, -0.911], [-5.298, -1.268, 1.896], [-1.704, -2.423, -1.019], [-1.370, -3.745, -0.084], [2.020, 3.859, 0.608], [1.284, 3.461, 1.883], [-0.339, 2.443, 1.508], [-1.263, 2.416, 3.243], [-0.791, 3.425, 4.283], [-1.400, 3.708, 0.466], [-1.625, 5.068, 1.112], [2.981, 4.314, 0.848], [1.445, 4.585, 0.032], [2.197, 3.002, -0.040], [1.008, 4.346, 2.457], [1.908, 2.838, 2.527], [-1.169, 1.401, 3.633], [-2.322, 2.554, 3.014], [0.243, 3.245, 4.578], [-1.406, 3.351, 5.181], [-0.860, 4.451, 3.923], [-2.350, 3.206, 0.266], [-0.895, 3.796, -0.498], [-2.177, 4.983, 2.049], [-2.206, 5.708, 0.448], [-0.684, 5.581, 1.318], [3.640, -4.216, -0.709], [3.478, -3.052, -2.080], [1.865, -3.384, -2.611], [1.134, -2.541, -3.395], [1.672, -0.985, -3.864], [-0.454, -3.110, -3.873], [-0.429, -4.585, -2.990], [-1.662, -5.649, -2.904], [1.104, -4.884, -2.210], [4.618, -4.016, -0.278], [3.617, -5.250, -1.048], [2.871, -4.031, 0.040], [0.644, -1.438, -0.871], [0.042, 0.665, -2.953], [-1.172, 2.055, -3.169], [-1.113, -0.151, -4.209], [-1.356, -0.123, -1.683], [1.183, 1.754, -3.976], [0.549, 1.408, -1.331]]}

---

{"formula": "C25H32BMnO4", "method": "ωB97M-V/def2-TZVPD", "max_force_ev_per_a": 2.815, "lumo_energy_ha": [-0.1545, -0.1508], "multiplicity": 4, "charge": 1, "species": ["O", "C", "C", "H", "H", "C", "H", "H", "C", "H", "H", "H", "C", "H", "H", "H", "Mn", "C", "C", "C", "H", "C", "C", "H", "H", "H", "H", "C", "C", "C", "H", "C", "C", "H", "H", "H", "H", "O", "C", "C", "H", "H", "C", "H", "H", "C", "H", "H", "H", "H", "O", "B", "O", "C", "C", "C", "C", "C", "C", "H", "H", "H", "H"], "xyz": [[-1.575, -0.912, -3.814], [-2.714, -0.509, -4.652], [-3.570, -1.603, -4.085], [-2.536, -0.558, -5.720], [-2.934, 0.500, -4.297], [-2.404, -1.919, -3.075], [-3.655, -2.474, -4.709], [-4.545, -1.404, -3.690], [-1.781, -3.287, -3.084], [-0.696, -3.279, -3.047], [-2.160, -3.845, -3.956], [-2.062, -3.814, -2.158], [-2.655, -1.715, -1.562], [-3.153, -0.781, -1.260], [-1.691, -1.838, -0.953], [-3.304, -2.558, -1.183], [-0.535, -0.032, 1.053], [-1.967, 0.793, 2.333], [-0.938, 1.781, 1.943], [-1.172, 2.083, 0.536], [-0.252, 2.306, 2.617], [-2.078, 1.102, 0.015], [-2.638, 0.358, 1.129], [-3.478, -0.335, 1.071], [-2.319, 0.592, 3.357], [-0.797, 2.926, -0.028], [-2.360, 0.987, -1.029], [-0.377, -0.951, 3.018], [-0.799, -1.901, 1.982], [0.284, -1.966, 1.044], [-1.704, -2.499, 2.004], [1.286, -0.976, 1.459], [1.095, -0.726, 2.965], [1.574, -1.459, 3.615], [-0.893, -0.852, 3.976], [0.297, -2.576, 0.143], [2.220, -0.831, 0.942], [1.152, -0.861, -2.265], [1.103, -1.734, -3.456], [1.581, -1.046, -4.738], [0.033, -1.921, -3.646], [1.593, -2.726, -3.321], [2.038, 0.334, -4.262], [0.767, -1.026, -5.467], [2.380, -1.642, -5.170], [1.703, 0.420, -2.762], [1.494, 1.145, -4.765], [3.104, 0.410, -4.498], [0.944, 1.202, -2.588], [2.583, 0.712, -2.145], [3.065, 0.924, 3.763], [1.704, 0.538, 3.713], [0.973, 1.506, 4.507], [1.909, 2.301, 5.110], [1.686, 3.445, 5.878], [2.680, 4.445, 5.856], [3.955, 4.183, 5.347], [4.229, 2.936, 4.774], [3.165, 2.041, 4.581], [0.707, 3.560, 6.378], [2.491, 5.423, 6.339], [4.694, 4.984, 5.388], [5.253, 2.617, 4.552]]}

---

{"formula": "C25H32BO4Pd", "method": "ωB97M-V/def2-TZVPD", "max_force_ev_per_a": 3.105, "lumo_energy_ha": [0.0976, 0.0932], "multiplicity": 3, "charge": -1, "species": ["O", "C", "C", "H", "H", "C", "H", "H", "C", "H", "H", "H", "C", "H", "H", "H", "Pd", "C", "C", "C", "H", "C", "C", "H", "H", "H", "H", "C", "C", "C", "H", "C", "C", "H", "H", "H", "H", "O", "C", "C", "H", "H", "C", "H", "H", "C", "H", "H", "H", "H", "O", "B", "O", "C", "C", "C", "C", "C", "C", "H", "H", "H", "H"], "xyz": [[-2.489, -2.878, 0.946], [-3.447, -1.997, 1.659], [-3.542, -2.898, 2.907], [-4.418, -1.925, 1.141], [-3.038, -0.979, 1.826], [-2.493, -3.754, 2.126], [-4.505, -3.428, 3.032], [-3.189, -2.439, 3.839], [-3.011, -5.151, 1.846], [-3.989, -5.033, 1.365], [-3.119, -5.698, 2.801], [-2.285, -5.665, 1.200], [-1.112, -3.840, 2.780], [-0.717, -2.817, 2.932], [-0.431, -4.366, 2.076], [-1.170, -4.380, 3.756], [0.601, 1.037, -0.435], [1.181, 1.125, 3.022], [1.256, 2.128, 2.050], [-0.036, 2.179, 1.331], [2.081, 2.818, 1.888], [-0.896, 1.190, 2.004], [-0.141, 0.549, 2.996], [-0.497, -0.218, 3.683], [1.965, 0.850, 3.724], [-0.416, 3.054, 0.791], [-1.950, 1.030, 1.782], [3.186, -0.400, 0.094], [2.921, -1.240, 1.175], [1.578, -1.730, 1.056], [3.627, -1.496, 1.975], [0.992, -1.208, -0.118], [2.006, -0.364, -0.795], [2.118, -0.290, -1.877], [4.121, 0.098, -0.142], [1.124, -2.447, 1.737], [0.059, -1.550, -0.559], [-1.984, 0.049, -1.732], [-2.927, -1.007, -2.164], [-4.023, -0.472, -3.130], [-3.384, -1.455, -1.264], [-2.357, -1.798, -2.691], [-3.580, 0.971, -3.424], [-5.023, -0.510, -2.671], [-4.052, -1.071, -4.053], [-2.296, 1.183, -2.577], [-4.350, 1.692, -3.122], [-3.373, 1.083, -4.497], [-2.388, 2.048, -1.900], [-1.438, 1.317, -3.256], [2.530, 2.516, -2.312], [2.332, 2.070, -0.969], [3.434, 2.546, -0.163], [4.245, 3.264, -1.012], [5.397, 3.982, -0.749], [5.919, 4.778, -1.785], [5.321, 4.813, -3.049], [4.204, 4.006, -3.334], [3.673, 3.260, -2.296], [5.878, 3.959, 0.229], [6.801, 5.391, -1.566], [5.738, 5.506, -3.793], [3.772, 4.016, -4.336]]}